No. 1
The following is a DFT calculation (ωB97M-V/def2-TZVPD) of a 2-piece molecular cluster, C3H8N2OS2 overall.

## Properties
Calculated total energy: -29925.9510 eV
E_LUMO (spin up / spin down): -0.25011 / -0.31447 Eh
HOMO-LUMO gap (spin up / spin down): 7.21 / 5.04 eV

```
! wB97M-V def2-TZVPD RIJCOSX def2/J DEFGRID3
* xyz 1 2
S -2.72 -0.68 0.05
S -1.85 1.21 -0.28
C 0.95 0.59 -0.73
C 0.69 -0.29 0.52
C 2.10 -0.30 -0.18
N 2.29 -1.55 -0.96
O 3.19 0.30 0.32
N 0.52 0.30 1.76
H -3.34 -0.96 -1.04
H 0.64 0.23 -1.67
H 1.17 1.65 -0.65
H 0.21 -1.23 0.24
H 2.24 -1.51 -1.93
H 3.31 -1.91 -0.90
H 1.44 0.73 1.95
H -0.35 0.86 1.76
*
```

=====

No. 2
The following is a DFT calculation (ωB97M-V/def2-TZVPD) of C3H8N2S as an isolated structure.

## Properties
Calculated total energy: -17050.0995 eV
E_LUMO: 0.00665 Eh
HOMO-LUMO gap: 8.70 eV

```
! wB97M-V def2-TZVPD RIJCOSX def2/J DEFGRID3
* xyz 0 1
C 1.61 0.35 0.93
C -0.27 0.82 -0.58
C -1.64 0.46 -0.86
H 2.33 1.15 -0.06
H 1.27 1.16 1.72
H 2.26 -0.47 1.36
H -0.29 -2.22 -1.01
H -2.14 1.16 -1.53
H -2.05 0.92 0.43
H -2.07 -0.85 -1.20
H 1.14 2.32 -0.04
N 0.45 -0.15 0.27
N 0.24 2.04 -0.69
S -0.22 -1.64 0.40
*
```

=====

No. 3
The following is a DFT calculation (ωB97M-V/def2-TZVPD) of C3H8N2S in the gas phase.

## Properties
Calculated total energy: -17055.8318 eV
E_LUMO: 0.02318 Eh
SMILES: C[C@@H](N)C(N)=S
HOMO-LUMO gap: 8.74 eV

```
! wB97M-V def2-TZVPD RIJCOSX def2/J DEFGRID3
* xyz 0 1
C -0.39 -1.56 0.25
C -0.16 -0.18 -0.35
C 1.13 0.42 -0.03
H 0.53 -2.22 0.21
H -0.78 -1.52 1.36
H -1.15 -2.17 -0.35
H 0.00 -0.31 -1.41
H -1.94 0.34 -0.80
H -1.47 0.80 0.81
H 1.81 2.24 0.34
H 0.07 2.10 0.09
N -1.26 0.71 -0.19
N 1.02 1.74 0.18
S 2.60 -0.39 -0.11
*
```

=====

No. 4
The following is a DFT calculation (ωB97M-V/def2-TZVPD) of an isolated ion of composition C3H8N3 and charge +1.

## Properties
Calculated total energy: -7703.3995 eV
E_LUMO: -0.16637 Eh
SMILES: C=NC(=[NH2+])NC
HOMO-LUMO gap: 10.80 eV

```
! wB97M-V def2-TZVPD RIJCOSX def2/J DEFGRID3
* xyz 1 1
C -2.06 -0.84 -1.39
C -0.33 -0.59 0.07
C 0.70 1.59 0.67
N -1.49 -1.34 -0.36
N -0.26 0.71 -0.01
N 0.61 -1.37 0.68
H -3.03 -1.03 -1.64
H -1.40 -0.18 -1.93
H 0.86 1.33 1.76
H 1.57 1.71 0.08
H 0.20 2.52 0.73
H -0.85 1.35 -0.66
H 0.60 -2.36 0.72
H 1.45 -0.97 1.01
*
```

=====

No. 5
The following is a DFT calculation (ωB97M-V/def2-TZVPD) of an isolated ion of composition C3H8N3O and charge +1.

## Properties
Calculated total energy: -9748.2884 eV
E_LUMO: -0.19942 Eh
SMILES: C=[NH+][C@]1(O)CN1N
HOMO-LUMO gap: 8.38 eV

```
! wB97M-V def2-TZVPD RIJCOSX def2/J DEFGRID3
* xyz 1 1
C -0.55 0.28 -0.25
C -0.10 0.37 1.20
C 1.34 1.31 -1.30
N 0.09 1.01 -1.31
N 0.19 -0.82 0.42
N -0.51 -1.95 0.59
O -1.88 0.26 -0.48
H 0.73 1.09 1.60
H -0.85 0.27 1.87
H 1.59 2.10 -1.93
H 2.15 0.88 -0.65
H -0.62 1.56 -1.88
H -2.12 -0.68 -0.40
H 0.16 -2.73 0.73
H -1.19 -1.93 1.34
*
```

=====

No. 6
The following is a DFT calculation (ωB97M-V/def2-TZVPD) of a 2-piece molecular cluster, C3H8N3O2 overall.

## Properties
Calculated total energy: -11799.5030 eV
E_LUMO: -0.13167 Eh
HOMO-LUMO gap: 10.18 eV

```
! wB97M-V def2-TZVPD RIJCOSX def2/J DEFGRID3
* xyz 1 1
C -0.72 1.83 -0.67
C -1.17 0.95 -1.77
C -0.81 -0.37 0.08
N -0.52 0.93 0.45
N -0.87 -1.38 0.89
N 2.41 -0.94 0.82
O -0.70 3.02 -0.57
O -1.17 -0.40 -1.18
H -2.10 1.21 -2.28
H -0.35 0.90 -2.54
H -0.39 1.14 1.41
H -1.03 -2.36 0.55
H -0.60 -1.44 1.91
H 2.78 -1.85 0.40
H 2.22 -1.06 1.82
H 3.01 -0.18 0.69
*
```

=====

No. 7
The following is a DFT calculation (ωB97M-V/def2-TZVPD) of a 2-piece molecular cluster, C3H8N3OS overall.

## Properties
Calculated total energy: -20577.4605 eV
E_LUMO (spin up / spin down): -0.14494 / -0.30613 Eh
HOMO-LUMO gap (spin up / spin down): 6.50 / 5.97 eV

```
! wB97M-V def2-TZVPD RIJCOSX def2/J DEFGRID3
* xyz 1 3
C -0.51 0.32 -1.04
C -0.01 -2.07 -1.55
C 0.01 2.74 0.31
N 0.02 -0.96 1.68
N 0.22 -0.07 0.85
N -0.45 -0.74 -1.54
O 0.86 -1.41 2.46
S -0.85 1.90 -1.05
H 0.56 -2.35 -2.36
H -0.92 -2.77 -1.47
H 0.61 -2.20 -0.57
H 0.42 1.93 1.04
H -0.87 3.37 0.75
H 0.64 3.52 0.02
H 1.17 0.20 0.76
H -0.92 -1.42 1.70
*
```

=====

No. 8
The following is a DFT calculation (ωB97M-V/def2-TZVPD) of a 2-piece molecular cluster, C3H8N3OS overall.

## Properties
Calculated total energy: -20580.6287 eV
E_LUMO (spin up / spin down): -0.11232 / -0.21691 Eh
HOMO-LUMO gap (spin up / spin down): 6.00 / 8.29 eV

```
! wB97M-V def2-TZVPD RIJCOSX def2/J DEFGRID3
* xyz 1 3
C 1.64 -1.19 0.25
C -1.01 0.27 0.24
C -0.08 1.18 0.50
N 1.30 -1.33 -0.90
N -1.16 -0.53 -1.10
N 1.96 -0.84 1.35
O -1.85 -0.35 1.06
S 0.86 1.92 -0.80
H -0.20 1.75 1.37
H -0.05 -0.83 -1.13
H 1.41 -2.05 -1.57
H -1.55 0.10 -1.83
H -1.61 -1.48 -0.83
H -1.67 -0.42 2.08
H 2.31 -0.59 2.24
H 1.62 2.35 0.12
*
```

=====

No. 9
The following is a DFT calculation (ωB97M-V/def2-TZVPD) of a 2-piece molecular cluster, C3H8N3S overall.

## Properties
Calculated total energy: -18537.2040 eV
E_LUMO: -0.15139 Eh
HOMO-LUMO gap: 8.44 eV

```
! wB97M-V def2-TZVPD RIJCOSX def2/J DEFGRID3
* xyz 1 1
C 1.22 -0.26 -1.46
C 0.83 -0.54 -0.16
C -0.77 0.87 -2.20
N 0.29 0.37 -2.14
N -1.71 1.70 -2.54
N 0.31 -0.98 3.16
S -0.41 0.37 0.68
H 2.05 -0.76 -2.01
H -0.38 -0.32 1.96
H 1.21 -1.20 0.57
H -2.63 1.33 -2.66
H -1.39 2.41 -3.16
H 0.74 -0.08 3.25
H 1.12 -1.62 3.03
H -0.47 -1.29 3.70
*
```

=====

No. 10
The following is a DFT calculation (ωB97M-V/def2-TZVPD) of C3H8N3S as an isolated structure.

## Properties
Calculated total energy: -18535.3869 eV
E_LUMO: -0.18996 Eh
HOMO-LUMO gap: 7.83 eV

```
! wB97M-V def2-TZVPD RIJCOSX def2/J DEFGRID3
* xyz 1 1
C -0.30 0.27 -0.36
C -2.48 -0.79 -0.36
C 3.04 -1.04 0.30
N 0.48 2.41 0.39
N -0.33 1.47 -0.17
N -1.06 -0.73 -0.67
S 1.57 -1.16 -0.20
H -2.56 -0.48 0.72
H -3.20 -0.16 -0.89
H -2.70 -1.85 -0.42
H 3.76 -0.11 0.43
H 3.50 -1.91 0.70
H 0.48 2.38 1.44
H 0.45 3.28 -0.08
H -0.66 -1.58 -0.82
*
```

=====

No. 11
The following is a DFT calculation (ωB97M-V/def2-TZVPD) of an isolated ion of composition C3H8N3S and charge +1.

## Properties
Calculated total energy: -18537.1964 eV
E_LUMO: -0.18205 Eh
HOMO-LUMO gap: 8.94 eV

```
! wB97M-V def2-TZVPD RIJCOSX def2/J DEFGRID3
* xyz 1 1
C 0.19 -1.68 -0.21
C 2.01 -0.52 0.85
C -1.73 1.36 0.25
N 1.32 -1.55 0.54
N -0.64 -0.71 -0.52
N -0.54 0.62 -0.13
S 2.62 0.66 -0.22
H -0.05 -2.71 -0.45
H 2.57 -0.50 1.77
H -2.26 0.70 0.95
H -1.40 2.34 0.72
H -2.43 1.56 -0.51
H -1.52 -1.02 -1.10
H 0.12 1.12 -0.77
H 1.74 0.33 -1.17
*
```

=====

No. 12
The following is a DFT calculation (ωB97M-V/def2-TZVPD) of an isolated ion of composition C3H8N3S and charge +1.

## Properties
Calculated total energy: -18533.4151 eV
E_LUMO (spin up / spin down): -0.13932 / -0.23105 Eh
HOMO-LUMO gap (spin up / spin down): 6.68 / 7.78 eV

```
! wB97M-V def2-TZVPD RIJCOSX def2/J DEFGRID3
* xyz 1 3
C -2.04 -0.88 1.33
C 0.03 0.12 -0.16
C 1.13 0.27 0.79
N -1.36 -1.91 0.70
N -0.39 -1.90 0.05
N 0.39 0.30 -1.56
S -1.56 0.70 0.35
H -3.16 -1.03 1.12
H -1.87 -0.71 2.36
H 1.64 1.22 0.86
H 2.08 -0.39 0.78
H 0.46 -0.01 1.78
H 0.46 -0.50 -2.06
H 1.19 0.95 -1.71
H -0.42 0.84 -1.99
*
```

=====

No. 13
The following is a DFT calculation (ωB97M-V/def2-TZVPD) of C3H8N4 in the gas phase.

## Properties
Calculated total energy: -9197.2809 eV
E_LUMO: 0.03938 Eh
SMILES: C=CN(N)/C=N\N
HOMO-LUMO gap: 9.53 eV

```
! wB97M-V def2-TZVPD RIJCOSX def2/J DEFGRID3
* xyz 0 1
C -0.65 -0.64 0.77
C 1.44 0.19 -0.26
C 2.26 -0.85 -0.22
H -1.27 -0.03 -1.26
H -2.98 -0.66 -1.23
H -0.23 -1.23 1.72
H -0.25 1.86 1.24
H -1.29 1.91 -0.15
H 1.97 1.17 -0.40
H 1.88 -1.90 -0.14
H 3.32 -0.66 -0.05
N -2.14 -0.26 -0.73
N -1.79 -0.96 0.45
N 0.11 0.35 -0.05
N -0.37 1.70 0.28
*
```

=====

No. 14
The following is a DFT calculation (ωB97M-V/def2-TZVPD) of a 2-piece molecular cluster, C3H8N4 overall.

## Properties
Calculated total energy: -9198.2570 eV
E_LUMO: 0.01466 Eh
SMILES: C=C(N)N.N#CN
HOMO-LUMO gap: 7.58 eV

```
! wB97M-V def2-TZVPD RIJCOSX def2/J DEFGRID3
* xyz 0 1
C 0.53 0.12 -0.68
C -0.69 -0.54 -0.96
N 0.55 1.47 -0.64
N 1.71 -0.54 -0.59
N -0.49 -0.35 1.76
C -1.72 -0.18 0.93
N -2.82 0.24 0.97
H 1.26 1.88 -0.05
H -0.36 1.90 -0.52
H 1.68 -1.51 -0.88
H 2.54 0.04 -0.63
H -0.19 -1.32 1.94
H 0.01 0.49 2.06
H -1.38 -0.06 -1.65
H -0.63 -1.62 -1.07
*
```

=====

No. 15
The following is a DFT calculation (ωB97M-V/def2-TZVPD) of C3H8N4 in the gas phase.

## Properties
Calculated total energy: -9196.9842 eV
E_LUMO: 0.03032 Eh
SMILES: C=NN(C)/N=N/C
HOMO-LUMO gap: 9.37 eV

```
! wB97M-V def2-TZVPD RIJCOSX def2/J DEFGRID3
* xyz 0 1
C -2.23 -1.26 0.21
C 2.51 -0.81 -0.27
C -0.79 1.87 0.10
N -1.94 -0.09 -0.14
N 1.55 0.15 0.26
N 0.38 -0.38 0.23
N -0.78 0.40 0.30
H -3.23 -1.68 -0.14
H -1.57 -1.97 0.72
H 2.69 -0.46 -1.35
H 2.15 -1.81 -0.22
H 3.51 -0.67 0.22
H -0.98 2.08 -0.90
H -1.57 2.47 0.62
H 0.29 2.16 0.35
*
```

=====

No. 16
The following is a DFT calculation (ωB97M-V/def2-TZVPD) of C3H8N4 in the gas phase.

## Properties
Calculated total energy: -9196.1362 eV
E_LUMO: 0.04130 Eh
SMILES: C=C1CN1NNN
HOMO-LUMO gap: 10.28 eV

```
! wB97M-V def2-TZVPD RIJCOSX def2/J DEFGRID3
* xyz 0 1
C 1.45 -1.12 -0.42
N -1.32 -0.52 -0.39
C 1.08 0.23 -0.05
N -1.99 0.70 -0.10
C 1.30 1.53 -0.06
N 0.65 -0.90 0.78
N -0.72 -1.23 0.69
H -2.00 -1.15 -0.82
H -2.16 0.85 0.89
H -1.40 1.46 -0.43
H -1.15 -0.99 1.59
H 0.99 -1.55 -1.31
H 2.46 -1.48 -0.22
H 0.80 2.21 0.61
H 2.03 1.96 -0.74
*
```

=====

No. 17
The following is a DFT calculation (ωB97M-V/def2-TZVPD) of a 2-piece molecular cluster, C3H8N4 overall.

## Properties
Calculated total energy: -9178.4282 eV
E_LUMO: -0.31441 Eh
HOMO-LUMO gap: 10.11 eV

```
! wB97M-V def2-TZVPD RIJCOSX def2/J DEFGRID3
* xyz 2 1
C -0.37 0.73 -1.11
C 2.86 -0.33 0.04
C -3.24 -0.52 0.66
N -2.61 0.45 -0.24
N -1.55 0.49 -0.56
N 2.39 -1.33 -0.38
N 3.27 0.75 0.64
H 0.20 1.35 -0.39
H -2.35 -1.02 1.21
H -3.81 -1.17 -0.02
H -3.70 0.28 1.44
H -0.29 0.49 -2.34
H 1.67 -2.01 -0.58
H 3.51 0.58 1.59
H 4.01 1.25 0.06
*
```

=====

No. 18
The following is a DFT calculation (ωB97M-V/def2-TZVPD) of C3H8N4O in the gas phase.

## Properties
Calculated total energy: -11245.6804 eV
E_LUMO: 0.03626 Eh
SMILES: [H]/N=C(/N)OC/C=N/N
HOMO-LUMO gap: 9.71 eV

```
! wB97M-V def2-TZVPD RIJCOSX def2/J DEFGRID3
* xyz 0 1
C -1.50 -0.74 0.06
C -0.03 -1.05 0.15
C 2.00 0.23 -0.07
H -3.45 1.90 0.05
H -4.09 0.28 -0.48
H -2.18 -1.59 0.06
H 0.22 -1.42 1.25
H 0.31 -1.85 -0.62
H 1.99 2.35 0.02
H 3.57 1.46 -0.14
H 2.34 -1.75 -0.22
N -3.20 0.75 0.05
N -1.88 0.46 -0.12
N 2.55 1.49 0.14
N 2.73 -0.76 -0.11
O 0.61 0.24 -0.02
*
```

=====

No. 19
The following is a DFT calculation (ωB97M-V/def2-TZVPD) of C3H8N4O in the gas phase.

## Properties
Calculated total energy: -11247.9329 eV
E_LUMO: 0.03041 Eh
SMILES: [H]/N=C(/O)C/C(N)=N/N
HOMO-LUMO gap: 9.14 eV

```
! wB97M-V def2-TZVPD RIJCOSX def2/J DEFGRID3
* xyz 0 1
C 0.93 0.79 0.08
C 1.78 -0.44 0.09
C -0.55 0.47 0.07
N -2.37 -0.36 -0.92
N -1.29 0.77 1.19
O 2.45 -0.67 1.22
N -1.05 -0.06 -1.01
N 1.94 -1.28 -0.86
H 2.93 -1.51 1.09
H -2.69 -0.75 -1.81
H -2.51 -1.11 -0.24
H -0.99 1.56 1.73
H -2.28 0.82 0.93
H 1.35 -1.00 -1.66
H 1.18 1.42 0.94
H 1.17 1.36 -0.83
*
```

=====

No. 20
The following is a DFT calculation (ωB97M-V/def2-TZVPD) of C3H8N4O in the gas phase.

## Properties
Calculated total energy: -11245.1389 eV
E_LUMO: 0.03071 Eh
SMILES: CN(O)/C=N\C=N/N
HOMO-LUMO gap: 9.35 eV

```
! wB97M-V def2-TZVPD RIJCOSX def2/J DEFGRID3
* xyz 0 1
C 0.54 2.37 0.38
C 0.70 0.15 -1.04
C -0.94 -1.57 -1.06
H -0.28 2.98 0.04
H 0.52 2.45 1.48
H 1.47 2.61 -0.09
H -0.84 -0.11 1.01
H 1.73 0.45 -1.21
H -1.67 -1.72 -1.81
H 0.81 -1.92 0.58
H -0.14 -2.49 1.68
N 0.19 0.92 0.00
N 0.22 -0.92 -1.58
N -1.14 -2.08 0.10
N -0.09 -1.79 1.01
O -1.09 0.68 0.49
*
```